Record 1
Entry from the Open Molecules 2025 dataset: a cluster of 2 separate species, C14H15F3NO6S in total in a non-equilibrium geometry (ωB97M-V/def2-TZVPD).

Last column: natural (NBO) charge in e.
Cartesian coordinates (Å):
1 C -1.3529 2.8667 -1.6606  -0.5980
2 C -0.5080 1.8462 -0.8908  -0.4009
3 C 0.7716 2.5185 -0.3498  -0.4132
4 C 1.2184 1.9894 1.0304  -0.0394
5 C 1.4550 3.1302 2.0193  -0.6038
6 N 2.4251 1.1614 0.9217  -0.5554
7 C 2.3722 0.2257 -0.1841  0.7139
8 O 2.8722 0.3947 -1.2456  -0.5039
9 C 1.6337 -0.9614 0.3481  -0.1271
10 C 0.8881 -1.9344 -0.2948  -0.1789
11 C 0.2713 -2.8887 0.5173  -0.1542
12 C 0.4019 -2.8791 1.9017  -0.2422
13 C 1.1710 -1.8987 2.5341  0.3228
14 O 1.3191 -1.9060 3.8997  -0.6866
15 C 1.7658 -0.9310 1.7326  -0.2258
16 C 2.5786 0.2847 2.0674  0.7049
17 O 3.2683 0.5125 3.0089  -0.5164
18 H -2.1161 2.3592 -2.2424  0.2205
19 H -0.7375 3.4801 -2.3142  0.1930
20 H -1.8383 3.5240 -0.9414  0.1890
21 H -0.2334 1.0289 -1.5528  0.2235
22 H -1.1167 1.4857 -0.0680  0.2000
23 H 1.5711 2.4672 -1.0835  0.2298
24 H 0.5400 3.5747 -0.2264  0.1954
25 H 0.3701 1.4220 1.4311  0.1762
26 H 0.6380 3.8441 1.9428  0.2033
27 H 1.4496 2.7550 3.0405  0.2072
28 H 2.3824 3.6487 1.7951  0.2169
29 H 0.7720 -1.9402 -1.3665  0.2695
30 H -0.3596 -3.6451 0.0709  0.2541
31 H -0.0984 -3.6193 2.5076  0.2254
32 H 1.0164 -1.0742 4.2739  0.4850
33 C -3.7348 -2.5793 -3.1530  0.6757
34 F -3.3856 -3.1769 -4.3045  -0.3335
35 F -4.0805 -1.3145 -3.4485  -0.3345
36 F -4.8376 -3.1989 -2.7002  -0.3339
37 S -2.3707 -2.6357 -1.9170  2.3466
38 O -1.2976 -1.9276 -2.5872  -1.0073
39 O -2.1482 -4.0560 -1.7378  -1.0018
40 O -2.9361 -1.9526 -0.7737  -0.9956

Summary:
* total charge: -1
* gap between HOMO and LUMO: 8.66 eV


Record 2
Entry from the Open Molecules 2025 dataset: an isolated molecule of C7H11N3O3S2 in a non-equilibrium geometry (ωB97M-V/def2-TZVPD).

Last column: natural (NBO) charge in e.
Cartesian coordinates (Å):
1 C 0.6202 -1.4141 0.8135  0.0916
2 C 0.6593 -0.4163 -0.1022  -0.2147
3 C -0.5296 0.3886 -0.3009  0.6610
4 C -1.7042 -1.3117 1.0844  0.7695
5 C 3.4468 1.4045 0.8544  -0.6364
6 C 1.8935 -0.0127 -0.8133  -0.4320
7 C 2.4939 1.4063 -0.2790  -0.3737
8 N -0.5033 -1.8266 1.4211  -0.5823
9 N -1.6711 -0.1918 0.3108  -0.7007
10 N -3.7674 -0.5031 -2.4118  -0.9395
11 O -0.7010 1.3924 -0.9249  -0.5655
12 O -2.7525 -1.8776 1.3822  -0.5967
13 O -3.4881 0.8482 1.6856  -0.9101
14 S -4.4400 -0.2319 -0.7417  0.1437
15 S -3.0348 0.8862 0.3327  1.3845
16 H 1.4668 -1.8032 1.3709  0.2199
17 H 3.3293 0.9213 1.7710  0.2103
18 H 3.6986 2.4247 1.0395  0.2181
19 H 4.4279 0.9352 0.6731  0.1949
20 H 1.6773 0.3830 -1.8564  0.2430
21 H 2.7667 -0.5864 -0.7092  0.2206
22 H 1.5809 1.9651 0.0579  0.2083
23 H 2.9491 1.9914 -1.1215  0.2071
24 H -0.5700 -2.6948 1.8908  0.4272
25 H -4.6089 -0.6713 -3.0166  0.3826
26 H -3.2393 -1.4054 -2.4102  0.3694

Summary:
* total charge: 0
* gap between HOMO and LUMO: 8.75 eV


Record 3
Entry from the Open Molecules 2025 dataset: the ion C3H4NO with charge +1 in a non-equilibrium geometry (ωB97M-V/def2-TZVPD).

Last column: natural (NBO) charge in e.
Cartesian coordinates (Å):
1 C 0.6194 0.9728 0.0422  0.0129
2 N 0.8124 -0.2882 0.0264  -0.3829
3 C -0.2911 -1.0832 0.0121  -0.3896
4 C -1.3836 -0.3477 -0.1104  0.7607
5 O -2.2074 0.4523 -0.2839  -0.3282
6 H -0.3243 1.5491 0.0942  0.2527
7 H 1.4450 1.7083 0.0762  0.2473
8 H 1.8021 -0.7500 0.1931  0.5006
9 H -0.4726 -2.2133 -0.0500  0.3266

Summary:
* total charge: +1
* gap between HOMO and LUMO: 8.94 eV


Record 4
Entry from the Open Molecules 2025 dataset: a structure of composition C30H29BF4HfNO2P2S2 in a non-equilibrium geometry (ωB97M-V/def2-TZVPD).

Last column: Löwdin charge in e.
Cartesian coordinates (Å):
1 Hf -0.9820 -0.3799 1.2647  1.3106
2 S -1.8270 -1.8567 -0.7854  0.3717
3 P -0.0674 -1.0764 -1.5213  0.5099
4 C 0.4203 -0.1755 -0.1312  -0.7809
5 P 1.6597 1.0031 0.3341  0.5799
6 S 0.8797 1.2428 2.2295  0.3552
7 C 1.3927 2.4956 -0.6208  -0.3679
8 C 0.1798 3.1948 -0.5678  -0.0977
9 C -0.0664 4.2449 -1.4590  -0.0473
10 C 1.0331 4.6686 -2.3117  -0.0614
11 C 2.2171 3.9776 -2.3117  -0.0876
12 C 2.3107 2.8193 -1.5602  -0.1100
13 C 3.3885 0.4871 0.5708  -0.3499
14 C 3.8137 -0.6737 -0.0942  -0.0839
15 C 5.1247 -1.0451 -0.0382  -0.0788
16 C 6.0295 -0.2652 0.6782  -0.0857
17 C 5.6440 0.8626 1.3802  -0.0397
18 C 4.2530 1.2789 1.3143  -0.0552
19 C 0.8310 -2.5962 -1.9007  -0.3836
20 C 0.8157 -3.0594 -3.1774  -0.0903
21 C 1.7151 -4.0957 -3.4982  -0.0442
22 C 2.5850 -4.6817 -2.5361  -0.0517
23 C 2.6101 -4.1196 -1.2580  -0.0778
24 C 1.6415 -3.1976 -0.9431  -0.1243
25 C -0.1325 -0.1675 -3.0497  -0.3495
26 C -1.4275 0.2766 -3.3650  -0.1033
27 C -1.6305 1.0987 -4.4804  -0.0678
28 C -0.6603 1.2123 -5.4657  -0.0864
29 C 0.5949 0.7710 -5.2061  -0.0706
30 C 0.8895 0.0704 -3.9900  -0.0594
31 H -0.6681 3.0274 0.1028  0.0976
32 H -1.0561 4.7406 -1.5543  0.1129
33 H 0.9241 5.6307 -2.8631  0.1170
34 H 3.0109 4.3338 -2.9249  0.1026
35 H 3.2371 2.2113 -1.7413  0.1319
36 H 3.0660 -1.3486 -0.5271  0.0759
37 H 5.5147 -1.9417 -0.5322  0.1167
38 H 7.0934 -0.5158 0.5325  0.1176
39 H 6.3781 1.3979 1.9867  0.1100
40 H 3.9869 2.1112 1.8969  0.0888
41 H 0.2068 -2.6312 -3.9328  0.1009
42 H 1.7189 -4.5760 -4.4888  0.1099
43 H 3.1460 -5.5429 -2.7816  0.0924
44 H 3.3021 -4.5494 -0.5211  0.1192
45 H 1.3524 -3.0591 0.1261  0.1264
46 H -2.2112 0.1479 -2.6179  0.0646
47 H -2.4710 1.8080 -4.3828  0.1192
48 H -0.9284 1.6268 -6.4210  0.1096
49 H 1.4598 0.9491 -5.8113  0.1022
50 H 1.9780 -0.1705 -3.8430  0.1294
51 F 0.6735 -2.1582 4.0512  0.1814
52 B -0.5909 -2.1561 3.4945  -1.0683
53 F -0.6074 -2.4771 1.9830  -0.0641
54 F -1.5722 -2.8460 4.0973  0.2186
55 F -1.0304 -0.7267 3.3903  -0.0709
56 O -2.5431 0.9757 1.7261  -0.1260
57 C -3.3966 0.1203 2.1850  -0.5004
58 O -3.1894 -1.1329 2.0033  -0.0731
59 C -4.6182 0.7042 2.9620  -0.1431
60 N -5.4838 -0.4538 3.3473  0.0779
61 C -5.3767 -0.7612 4.8094  -0.0465
62 C -4.6962 0.5558 5.4459  -0.0925
63 C -4.4242 1.4947 4.2570  -0.1033
64 H -5.1819 1.3010 2.2655  0.1603
65 H -5.0625 -1.2356 2.7775  0.1746
66 H -6.4911 -0.3008 2.9987  0.2288
67 H -4.6619 -1.5322 5.0353  0.1252
68 H -6.3270 -1.0144 5.2464  0.1239
69 H -3.8315 0.3318 6.0266  0.1091
70 H -5.4386 1.0481 6.0339  0.1001
71 H -3.3874 1.8921 4.3324  0.1403
72 H -5.0388 2.4079 4.3298  0.1305

Summary:
* total charge: +1
* gap between HOMO and LUMO: 7.32 eV


Record 5
Entry from the Open Molecules 2025 dataset: a cluster of 6 separate species, C18H20Cl8N4 in total in a non-equilibrium geometry (ωB97M-V/def2-TZVPD).

Last column: natural (NBO) charge in e.
Cartesian coordinates (Å):
1 Cl -0.9582 -3.3858 2.4086  0.0733
2 C -2.2381 -4.5467 2.0896  -0.2326
3 Cl -3.6471 -3.6926 1.4651  0.0595
4 Cl -1.6929 -5.7038 0.8772  0.0449
5 Cl -2.6900 -5.3975 3.5628  0.0607
6 Cl 0.9961 -1.4547 5.4489  0.0396
7 C -0.5454 -0.6006 5.2576  -0.2329
8 Cl -0.5901 0.1141 3.6546  0.0744
9 Cl -1.8669 -1.7443 5.4146  0.0655
10 Cl -0.6707 0.6457 6.5054  0.0546
11 C 0.2010 -0.6715 -1.2567  -0.2968
12 C 0.1205 -1.6205 -0.2090  -0.3191
13 C 0.8576 -1.1340 0.8360  -0.0707
14 N 1.3620 0.0700 0.4632  -0.5148
15 C 0.9681 0.3669 -0.8108  -0.0877
16 H -0.3199 -0.7647 -2.1953  0.2192
17 H -0.4239 -2.5499 -0.2385  0.2119
18 H 1.0451 -1.5081 1.8277  0.2020
19 H 1.9823 0.6430 1.0143  0.4301
20 H 1.4269 1.1827 -1.3438  0.2083
21 C -2.1237 -2.9405 -4.2288  -0.3064
22 C -1.9375 -2.1691 -3.0408  -0.2957
23 C -2.0114 -3.0251 -1.9774  -0.0727
24 N -2.2636 -4.2843 -2.4686  -0.5132
25 C -2.3720 -4.2278 -3.8382  -0.0762
26 H -2.1417 -2.6085 -5.2525  0.2212
27 H -1.7394 -1.1148 -2.9419  0.2153
28 H -1.9195 -2.8800 -0.9149  0.2105
29 H -2.4633 -5.0773 -1.8887  0.4100
30 H -2.5656 -5.1288 -4.3958  0.2074
31 C -1.1597 3.7047 -2.0071  -0.2954
32 C -0.1015 4.6407 -2.1714  -0.3100
33 C -0.6231 5.7572 -2.7572  -0.0794
34 N -1.9520 5.5375 -2.9474  -0.5058
35 C -2.2904 4.2826 -2.5007  -0.0822
36 H -1.0526 2.6937 -1.6479  0.2266
37 H 0.9181 4.4471 -1.8859  0.2157
38 H -0.1157 6.6041 -3.1856  0.2098
39 H -2.6063 6.2179 -3.2847  0.4087
40 H -3.2946 3.9074 -2.5856  0.2106
41 C 4.3224 1.1376 1.1342  -0.3086
42 C 3.5548 2.3450 1.2200  -0.3396
43 C 3.5082 2.7024 2.5340  -0.0697
44 N 4.1582 1.7421 3.2513  -0.5027
45 C 4.6649 0.7927 2.4124  -0.0769
46 H 4.5168 0.5164 0.2761  0.2306
47 H 3.1606 2.8695 0.3650  0.2289
48 H 3.1038 3.6125 2.9413  0.2197
49 H 4.2606 1.7361 4.2490  0.4143
50 H 5.2491 -0.0389 2.7663  0.2157

Summary:
* total charge: 0
* gap between HOMO and LUMO: 8.21 eV